1.
ORCA calculation (ωB97M-V/def2-TZVPD) on a single C6H17N5O2 molecule in a non-equilibrium geometry.

Geometry (Å):
N (-3.87429, 0.24647, -0.73694)
N (-3.08174, -0.00814, 0.47279)
C (-1.69279, 0.57681, 0.51917)
N (-1.84731, 2.02328, 0.46977)
N (-0.88061, 0.17436, -0.59902)
C (-0.48594, -1.20064, -0.81434)
C (0.43198, -1.71981, 0.29232)
C (1.48691, -0.76990, 0.81845)
C (2.51331, -0.21656, -0.22489)
N (3.84200, -0.77834, -0.13665)
C (2.51355, 1.31197, -0.25490)
O (3.47298, 2.02350, -0.07370)
O (1.27006, 1.78259, -0.43595)
H (-3.85339, 1.28118, -0.76724)
H (-4.85229, 0.05572, -0.48508)
H (-2.96246, -1.02857, 0.60705)
H (-1.22123, 0.21004, 1.42531)
H (-2.26071, 2.30532, 1.36737)
H (-0.95516, 2.46685, 0.35313)
H (-1.34600, 0.55994, -1.50480)
H (-1.38973, -1.85160, -0.94767)
H (-0.04415, -1.19847, -1.78439)
H (-0.17437, -2.01296, 1.15689)
H (0.90140, -2.64908, -0.13145)
H (1.04014, 0.02764, 1.38572)
H (2.13036, -1.27021, 1.57777)
H (2.05349, -0.51516, -1.16716)
H (4.48547, -0.24920, -0.70140)
H (4.17539, -0.59997, 0.79939)
H (0.60513, 1.02296, -0.47958)

Force components x, y, z for each atom (eV/Å):
0.70 0.87 0.20
0.57 -0.74 1.66
-2.02 -0.40 -1.38
-0.62 -0.63 0.68
-0.27 2.00 -2.63
-1.46 -0.27 0.70
0.10 -1.25 -0.50
1.99 -0.24 0.54
-0.50 0.16 -0.50
-0.31 -0.47 0.59
-0.43 0.17 0.69
-0.52 -0.49 -0.34
0.37 0.22 -0.06
0.01 -0.61 -0.23
0.59 -0.06 0.16
-0.31 0.84 -0.46
-0.16 -0.27 0.32
0.25 0.08 -0.63
0.44 0.27 0.03
0.98 -0.83 2.16
0.64 0.14 0.38
0.77 -0.16 -0.64
0.02 -0.18 -0.17
-0.29 0.70 0.62
-0.32 0.53 0.05
-0.60 -0.09 -0.42
0.34 0.04 -0.49
0.03 0.20 -0.45
0.14 -0.13 0.34
-0.12 0.61 -0.22

Results
Total energy ... -18042.5481 eV
Maximum force ... 3.32 eV Å⁻¹

2.
ORCA calculation (ωB97M-V/def2-TZVPD) on a single C7H12 molecule.

Geometry (Å):
C (-0.62807, 2.38774, 3.35669)
C (-0.44373, 1.95128, 1.96130)
C (-0.10175, 1.51044, 0.88707)
C (0.54128, 0.83969, -0.26818)
C (-0.12151, -0.46991, -0.65210)
C (0.59029, -1.16640, -1.81048)
C (-0.04920, -2.50469, -2.16621)
H (-1.32719, 1.74373, 3.90093)
H (-0.96914, 3.42469, 3.46922)
H (0.33689, 2.30983, 3.87298)
H (1.59009, 0.55258, -0.03687)
H (0.60032, 1.51554, -1.12885)
H (-0.12204, -1.11721, 0.23571)
H (-1.16395, -0.26546, -0.90745)
H (1.65403, -1.32037, -1.56760)
H (0.57699, -0.51194, -2.69282)
H (-0.03283, -3.18965, -1.31054)
H (-1.09597, -2.37766, -2.46660)
H (0.47801, -2.98691, -2.99552)

Force components x, y, z for each atom (eV/Å):
0.00 0.03 0.07
0.36 -0.27 -0.46
0.44 -0.03 0.69
0.44 0.11 0.13
-0.25 -0.17 -0.04
0.01 0.03 -0.06
-0.04 -0.10 -0.05
0.03 0.09 -0.21
0.03 -0.25 -0.25
-0.16 0.04 -0.10
-0.43 0.60 0.22
-0.12 -0.06 0.08
-0.08 0.03 -0.20
-0.06 -0.20 -0.06
-0.25 0.05 0.04
-0.01 -0.05 0.13
0.01 0.09 -0.12
0.15 0.01 0.05
-0.07 0.03 0.11

Results
Total energy ... -7452.0114 eV
Maximum force ... 0.82 eV Å⁻¹

3.
ORCA calculation (ωB97M-V/def2-TZVPD) on a molecular structure, C19H26AuBrN6O.

Geometry (Å):
Au (-0.52819, -0.57450, -0.52255)
C (2.05059, -1.41259, -1.97316)
C (1.19079, -0.19276, -1.86427)
O (1.32742, 0.85189, -2.33106)
H (2.96468, -1.12597, -2.48774)
H (1.51780, -2.17644, -2.53965)
H (2.28139, -1.79479, -0.98385)
N (-1.54776, -6.69762, -0.80213)
C (-1.24358, -5.39692, -0.73061)
C (0.04577, -4.95457, -0.38419)
C (0.31700, -3.61694, -0.32789)
N (-0.59596, -2.66138, -0.59806)
C (-1.84972, -3.08458, -0.90726)
C (-2.20593, -4.39776, -0.98612)
H (-0.85387, -7.40483, -0.63264)
H (-2.46854, -7.00575, -1.06191)
H (0.82924, -5.66277, -0.14845)
H (1.29666, -3.28603, -0.02703)
H (-2.58987, -2.32102, -1.10940)
H (-3.22239, -4.66146, -1.24601)
Br (-2.28007, -0.79677, 1.84100)
C (-0.69832, -0.63882, 2.91806)
C (-0.80348, -0.73196, 4.28920)
C (0.37075, -0.56521, 5.01107)
C (1.55817, -0.31737, 4.33721)
C (1.53254, -0.25374, 2.95629)
N (0.40688, -0.41833, 2.24247)
H (-1.75101, -0.91793, 4.77318)
H (0.35186, -0.62539, 6.09139)
H (2.48714, -0.17958, 4.87332)
H (2.44074, -0.07449, 2.39045)
C (2.08375, 4.16306, -0.33574)
C (2.10219, 3.01332, 0.65553)
N (0.92347, 2.15862, 0.45706)
C (-0.06214, 2.37888, -0.42850)
N (-0.91682, 1.38605, -0.69961)
C (-2.13188, 1.70366, -1.46823)
C (-1.78136, 2.65879, -2.59484)
C (-1.19529, 3.91566, -1.99213)
N (-0.19383, 3.58937, -0.96856)
C (0.66065, 4.67275, -0.46656)
H (2.43963, 3.83637, -1.31430)
H (2.74206, 4.95674, 0.01262)
H (2.08936, 3.39338, 1.67763)
H (3.00373, 2.41291, 0.53040)
H (0.86269, 1.28179, 0.95345)
H (-2.88596, 2.13537, -0.80414)
H (-2.54861, 0.78044, -1.86871)
H (-2.66101, 2.90910, -3.18547)
H (-1.05533, 2.18216, -3.25667)
H (-1.97849, 4.52172, -1.53185)
H (-0.70822, 4.52346, -2.75376)
H (0.28330, 5.02696, 0.49643)
H (0.59739, 5.49582, -1.17369)

Force components x, y, z for each atom (eV/Å):
0.52 -0.05 -0.33
-0.10 -0.02 0.06
0.03 -0.78 0.07
-0.16 0.53 -0.15
0.01 0.05 -0.06
-0.04 0.00 0.05
0.01 0.01 0.03
0.05 0.11 -0.01
-0.14 -0.16 -0.03
0.16 0.01 0.05
-0.14 0.14 0.13
-0.29 0.04 0.01
0.17 -0.12 -0.11
-0.02 -0.02 -0.01
0.00 -0.02 0.01
-0.02 0.00 0.00
-0.02 0.02 -0.01
0.07 0.03 0.04
0.02 0.02 0.00
0.02 0.02 0.01
-0.03 -0.01 0.06
-0.11 0.06 -0.27
0.04 -0.01 0.15
-0.09 -0.02 0.01
0.04 -0.01 -0.03
-0.09 -0.14 0.06
0.31 0.11 0.10
0.00 0.00 -0.01
0.00 0.00 -0.02
-0.02 0.00 -0.02
-0.03 0.00 0.01
-0.02 0.00 0.00
-0.13 -0.05 0.02
0.25 -0.04 -0.19
-0.37 -0.05 0.04
-0.05 0.13 0.17
0.10 0.06 0.01
0.02 -0.05 -0.01
0.06 -0.01 0.08
0.08 0.16 -0.02
-0.05 -0.05 -0.01
-0.01 0.00 -0.01
0.02 0.00 -0.01
-0.01 0.01 0.02
0.01 -0.01 0.01
-0.03 0.02 0.09
-0.01 0.03 0.00
0.01 -0.02 0.02
-0.01 0.02 0.01
-0.02 0.01 -0.01
-0.01 0.03 0.01
0.02 0.01 -0.01
-0.02 0.02 0.00
-0.01 0.00 -0.02

Results
Total energy ... -104834.5964 eV
Maximum force ... 0.79 eV Å⁻¹
Total charge ... +2

4.
ORCA calculation (ωB97M-V/def2-TZVPD) on a molecular structure, C35H51BiBrCl4N6O7SSeSi in a non-equilibrium geometry.

Geometry (Å):
Bi (-0.38802, -0.36014, 1.46357)
N (-0.64154, 0.43583, -1.52398)
C (-1.95860, 0.83017, -2.01900)
C (-2.94298, -0.34043, -2.03640)
C (-3.59032, -0.66902, -0.68889)
N (-2.67916, -1.30182, 0.26387)
H (-0.09746, 1.26092, -1.27347)
H (-0.11601, -0.06628, -2.23018)
H (-1.90885, 1.26377, -3.02717)
H (-2.34474, 1.59985, -1.34867)
H (-2.44449, -1.23828, -2.42468)
H (-3.75240, -0.08992, -2.72858)
H (-4.46390, -1.30683, -0.88853)
H (-3.94736, 0.25811, -0.23676)
H (-2.29169, -2.17308, -0.08268)
H (-3.13507, -1.45051, 1.15657)
N (1.87325, -1.18147, 2.28252)
C (3.00465, -0.26822, 2.14663)
C (4.38266, -0.90968, 2.40650)
C (4.73998, -2.22499, 1.68859)
C (5.54392, -2.09162, 0.38854)
N (4.83673, -1.45047, -0.71299)
C (4.04330, -2.04669, -1.58478)
N (3.19873, -1.29683, -2.30606)
N (4.20965, -3.35376, -1.89760)
C (2.97545, 0.39895, 0.75936)
O (4.01075, 1.00741, 0.39122)
O (1.95093, 0.20869, 0.05318)
H (1.76681, -1.51731, 3.23230)
H (1.94942, -1.97739, 1.64238)
H (2.87797, 0.53143, 2.87809)
H (4.43564, -1.10314, 3.48102)
H (5.13161, -0.15125, 2.16943)
H (3.85076, -2.82120, 1.48234)
H (5.36699, -2.80816, 2.36856)
H (5.87913, -3.08010, 0.06862)
H (6.43276, -1.48924, 0.58155)
H (4.64937, -0.44842, -0.55424)
H (2.70196, -0.57074, -1.76537)
H (2.62617, -1.78550, -2.97590)
H (4.56878, -3.93168, -1.15574)
H (3.42090, -3.78187, -2.35760)
Cl (-3.15718, 3.96461, 3.47753)
C (-3.92079, 2.38663, 3.16496)
Cl (-5.60854, 2.65252, 2.67011)
Cl (-3.89673, 1.42292, 4.63730)
C (-3.11844, 1.71117, 1.96158)
O (-3.20266, 2.31553, 0.89646)
O (-2.52785, 0.65519, 2.28019)
C (-2.65176, -4.32938, 1.90940)
Si (-2.36063, -3.53209, 3.59409)
C (-4.01830, -3.04238, 4.35873)
C (-1.55110, -4.80746, 4.73500)
Se (-0.92975, -1.74217, 3.61011)
H (-3.08835, -5.32585, 2.02656)
H (-1.71051, -4.41928, 1.36470)
H (-3.33345, -3.73288, 1.29930)
H (-4.53064, -3.90809, 4.78808)
H (-4.68125, -2.58213, 3.62267)
H (-3.84669, -2.31135, 5.15105)
H (-2.24897, -5.59373, 5.03555)
H (-1.18526, -4.30023, 5.63046)
H (-0.69369, -5.27276, 4.24391)
O (0.13810, 3.06159, -0.73541)
S (-0.88430, 3.82329, 0.02821)
C (-1.34506, 5.21054, -1.10528)
C (-2.08471, 4.61904, -2.26143)
C (-1.46166, 4.42238, -3.48930)
C (-2.15279, 3.84925, -4.54831)
C (-3.47206, 3.45190, -4.38701)
C (-4.09439, 3.62371, -3.15722)
C (-3.40589, 4.19992, -2.10208)
C (0.03596, 4.91227, 1.23454)
C (1.33447, 5.35457, 0.64963)
C (1.51828, 6.64635, 0.15931)
C (2.70230, 6.99919, -0.47364)
C (3.71081, 6.05886, -0.63448)
C (3.54076, 4.77167, -0.14160)
C (2.36313, 4.42281, 0.50064)
H (-0.41722, 5.69893, -1.40049)
H (-1.97551, 5.88272, -0.51970)
H (-0.42543, 4.71445, -3.61336)
H (-1.65921, 3.71293, -5.50301)
H (-4.00959, 2.99890, -5.21117)
H (-5.11926, 3.30174, -3.01654)
H (-3.88659, 4.31211, -1.13604)
H (0.18253, 4.26362, 2.09571)
H (-0.64049, 5.72910, 1.48721)
H (0.73176, 7.38341, 0.28385)
H (2.83188, 8.00600, -0.85323)
H (4.62592, 6.33118, -1.14686)
H (4.31579, 4.02595, -0.26902)
H (2.22354, 3.42041, 0.88445)
Cl (0.33075, 1.55425, 3.02179)
Br (-1.27260, -3.78354, -5.13560)
C (-0.37773, -4.49628, -3.61280)
C (0.08757, -5.79939, -3.66007)
C (0.77032, -6.30418, -2.56026)
C (0.98882, -5.50768, -1.44568)
C (0.49698, -4.20690, -1.40619)
C (-0.19509, -3.69662, -2.49768)
C (0.75869, -3.33415, -0.18443)
O (1.94945, -3.29652, 0.19511)
O (-0.23952, -2.75635, 0.30304)
H (-0.08244, -6.40923, -4.53665)
H (1.13794, -7.32287, -2.58224)
H (1.53959, -5.88408, -0.59255)
H (-0.57694, -2.68312, -2.46748)

Force components x, y, z for each atom (eV/Å):
-0.17 0.41 -1.04
0.05 -0.11 0.18
0.07 -0.18 -0.05
0.05 0.10 0.27
0.00 0.03 -0.10
0.17 0.00 -0.13
-0.04 -0.06 -0.06
-0.05 -0.05 -0.02
-0.02 0.05 0.03
-0.01 0.00 -0.01
-0.05 0.02 -0.11
-0.01 -0.08 -0.03
-0.02 0.02 0.06
-0.03 0.00 -0.02
-0.08 -0.03 0.05
-0.03 -0.05 -0.05
0.14 0.13 -0.17
0.18 -0.08 -0.32
-0.01 -0.03 0.17
-0.13 0.12 -0.16
-0.04 -0.09 0.18
-0.53 0.22 0.26
0.55 -0.04 -0.08
-0.46 0.19 0.27
-0.14 0.02 0.00
-0.06 -0.15 -0.35
0.03 -0.16 -0.03
0.13 -0.14 -0.17
-0.09 -0.03 0.02
0.05 -0.07 0.08
-0.03 0.03 -0.02
0.05 0.00 0.01
0.01 0.02 0.12
-0.07 -0.05 0.05
0.01 -0.07 -0.07
0.13 0.05 0.00
0.04 -0.04 -0.11
-0.07 0.12 0.07
0.21 0.05 -0.04
-0.06 -0.01 0.07
0.04 -0.01 -0.02
-0.12 -0.04 0.13
0.03 0.08 0.06
0.19 -0.08 -0.18
-0.08 0.00 -0.02
-0.01 0.02 0.05
-0.24 -0.06 0.06
-0.12 -0.28 0.16
-0.09 0.31 -0.23
0.04 0.08 0.13
0.13 0.03 -0.09
0.20 0.02 -0.08
-0.02 0.21 -0.11
-0.51 -1.04 1.18
-0.02 0.02 0.06
-0.03 0.01 0.01
0.01 -0.05 0.02
0.01 -0.02 -0.04
0.04 0.04 0.00
-0.04 -0.02 0.00
-0.03 0.03 -0.03
-0.02 -0.06 0.03
0.00 0.04 -0.01
0.23 -0.06 -0.08
0.16 0.97 0.12
-0.04 -0.45 0.31
-0.13 -0.01 -0.13
0.01 0.03 0.00
-0.02 0.01 -0.02
0.02 0.00 0.01
-0.03 -0.01 0.01
0.01 0.08 0.00
0.08 -0.32 -0.26
0.05 0.05 -0.06
0.02 -0.04 0.05
-0.01 0.03 -0.03
-0.02 0.02 -0.01
0.02 -0.01 -0.01
-0.06 0.03 0.08
-0.01 0.02 -0.02
0.02 0.04 -0.04
-0.01 0.01 0.02
0.01 -0.02 0.02
0.00 0.01 0.01
0.02 0.00 0.01
0.01 -0.05 0.00
-0.05 -0.04 0.09
0.01 -0.01 0.04
-0.01 -0.01 -0.03
0.00 0.00 0.02
0.00 -0.01 0.02
-0.03 -0.02 0.04
0.03 -0.05 -0.06
0.21 0.45 0.16
0.02 -0.01 0.09
0.01 0.02 -0.13
-0.01 -0.05 0.00
0.01 0.03 0.01
0.04 -0.01 -0.06
0.10 0.03 0.11
-0.04 0.06 0.01
-0.03 -0.09 -0.12
0.02 0.03 0.07
0.37 0.09 -0.18
0.01 0.02 0.00
-0.02 0.00 0.00
-0.01 0.01 -0.01
-0.04 -0.03 0.04

Results
Total energy ... -270436.6379 eV
Maximum force ... 1.66 eV Å⁻¹
Total charge ... -1

LUMO level? In order: 0.027 0.040 -0.254 0.072 Ha.
Energy above the lowest of the compared OMol25 structures with the same formula, charge and spin? In order: 26.2 32.7 8.6 31.2 kcal per mole.